[1]
The ion C12H23BClN2O4 with charge -1 at a distorted geometry. Source: OMol25; level of theory: ωB97M-V with the def2-TZVPD basis set.

## Properties
Total charge ... -1
Highest occupied orbital energy ... -4.636 eV

Structure (XYZ):
```
43
Properties=species:S:1:pos:R:3:forces:R:3
Cl -0.107102 1.940260 -3.057298 -1.09 -0.63 0.49
O -1.163252 -0.427000 0.038814 -2.57 1.23 -1.59
O -2.012407 -2.561418 0.332433 -1.48 0.58 -0.77
O 4.151622 -0.710584 2.041202 -0.91 1.22 -4.87
O -0.674439 -0.636260 -3.237877 -2.40 5.30 2.02
N -2.513839 1.015286 2.634298 0.26 -0.50 -0.63
N 2.302650 -0.058463 0.734223 2.39 -0.03 -1.28
C 2.125409 1.244587 0.026305 -0.38 1.56 -0.02
C -2.534797 0.470333 -1.928969 1.23 1.24 -0.30
C 3.762079 -0.369989 0.876741 0.49 -0.65 3.83
C -3.003048 -1.924335 -0.547809 1.97 -1.22 0.54
C 4.793367 -0.336995 -0.359691 -0.47 0.08 0.12
C -2.492933 -0.378794 -0.561013 -1.21 -0.07 1.35
C -2.928877 1.519772 1.285796 -0.66 -0.17 -0.40
C -3.605850 0.398732 0.343608 0.57 1.20 -0.02
C 0.604470 -2.059233 0.769950 1.33 0.33 0.23
C 2.868360 2.446109 0.845618 -0.16 -1.07 0.40
C -1.148516 0.432552 -2.763390 1.22 -5.62 -1.32
C 1.746056 -1.215061 -0.047840 -1.88 -0.74 -0.83
B -0.786045 -1.855563 -0.072327 0.94 -0.92 0.98
H 4.346659 0.139621 -1.300300 0.53 -0.65 1.45
H 1.248542 -0.763116 -0.991085 0.77 -0.85 1.35
H -4.314137 0.958464 -0.380942 0.90 -0.97 1.09
H -2.897967 -2.381397 -1.593269 -0.41 0.54 1.18
H 0.965557 -3.154544 0.820903 -0.65 1.61 0.12
H -0.582597 -2.239075 -1.183283 0.33 0.11 -1.12
H 2.249281 3.410019 0.871377 1.03 -1.36 -0.41
H 2.484130 1.213257 -1.078430 -0.57 0.10 1.65
H -3.710619 2.352751 1.456868 1.25 -1.10 -0.35
H -1.537865 0.671457 2.588469 -0.92 0.14 -0.17
H 3.925527 2.604571 0.428716 -1.53 0.03 0.73
H -2.662582 1.579019 -1.616077 0.05 -1.81 -0.68
H 1.009311 1.536008 0.019955 1.64 -0.98 -0.08
H -3.973963 -2.201299 -0.014187 0.85 1.03 -1.26
H -2.015287 1.949499 0.731383 -1.40 -0.56 0.96
H 5.739211 0.240544 -0.056525 -1.47 -1.02 -0.34
H 5.043125 -1.420471 -0.618239 -0.19 1.50 0.47
H -3.086150 0.188405 2.898540 0.58 0.84 -0.42
H 2.936346 2.090899 1.945775 0.05 0.58 -1.77
H -3.382509 0.153316 -2.641153 1.35 0.44 1.08
H 2.524678 -1.962611 -0.428302 -0.64 1.21 0.59
H -4.256967 -0.302679 0.968684 1.09 0.87 -0.77
H 0.565369 -1.596575 1.818349 0.13 -0.81 -1.26
```
Positions in Å, forces in eV/Å.

[2]
The molecule C17H18Cl2N4O2 at a distorted geometry. Source: OMol25; level of theory: ωB97M-V with the def2-TZVPD basis set.

## Properties
Highest occupied orbital energy ... -8.173 eV
Relative energy (zero: lowest compared OMol25 entry of this formula, charge and spin) ... 0.0 kcal/mol

Structure (XYZ):
```
43
Properties=species:S:1:pos:R:3:forces:R:3
Cl 5.009371 1.153065 4.008090 0.30 -0.04 0.23
Cl 0.092181 -2.715382 3.535927 -0.05 0.01 0.02
O 0.934400 0.904656 0.860192 0.36 0.56 -0.62
O -1.208332 2.379779 -1.603747 -0.81 -1.24 0.03
N 3.078856 3.386115 -2.074444 1.29 0.96 -0.65
N -1.664272 -0.788962 -1.008224 0.39 0.33 0.26
N 2.877944 1.371869 -1.348323 -0.72 -2.29 0.91
N 0.913105 2.761395 -1.660545 0.46 -2.53 1.11
C -0.124105 1.964935 -1.230519 -0.42 2.32 0.75
C 1.461747 -1.653015 3.599067 -0.04 0.19 -0.64
C 1.673662 -0.643494 2.645077 0.78 1.92 -0.26
C -2.660047 -0.270559 -3.119625 0.04 0.89 0.01
C -4.127256 -0.782198 -1.121051 0.04 0.19 -0.03
C 3.485776 -1.024850 4.785116 -0.30 0.19 -0.74
C 2.248105 2.501692 -1.718316 2.26 2.39 -0.25
C -1.417018 -0.872268 -2.461090 -1.62 0.72 0.83
C 0.775790 -0.272932 1.509159 -0.16 -1.42 0.61
C 3.712598 0.039321 3.872719 -1.50 -1.57 0.26
C 0.014903 0.931165 -0.190295 -0.24 -0.67 -0.39
C -0.712016 -0.222236 -0.147925 -1.02 -1.26 -1.20
C -0.200857 -0.995997 0.902258 -0.03 -0.09 1.30
C -4.004392 -0.852637 -2.641353 -0.29 0.68 -0.36
C 2.360511 -1.868179 4.625349 1.39 1.21 0.23
C 2.816297 0.201109 2.819299 -0.12 -0.45 0.33
C -2.912325 -1.438759 -0.476617 1.18 1.73 -0.22
H -4.892100 -0.337766 -3.111094 1.05 -0.32 0.34
H 0.620933 3.561758 -2.148308 -0.49 0.96 -0.65
H -2.601517 0.803568 -2.909246 -0.25 -0.10 0.23
H -0.599890 -1.959610 1.165521 0.29 0.01 0.04
H -4.151190 0.283094 -0.839815 -0.07 -0.35 0.12
H 3.874412 1.550178 -1.207936 -0.69 -0.05 -0.15
H -1.285060 -1.899326 -2.763385 0.13 -0.67 -0.04
H -4.058461 -1.877408 -2.973080 -0.09 -0.63 -0.08
H 2.751262 4.297901 -2.297483 -0.74 0.60 -0.35
H -0.528856 -0.316812 -2.767314 -0.04 0.01 0.31
H 3.062700 1.026536 2.154052 -0.54 -0.27 -0.16
H -2.902671 -2.480999 -0.676844 0.08 -1.22 -0.41
H 2.201293 -2.658838 5.342285 -0.08 -0.07 -0.05
H -5.048673 -1.275132 -0.775409 0.21 0.18 -0.07
H -2.552755 -0.312693 -4.184440 -0.15 -0.37 -0.85
H 4.188457 -1.216183 5.587559 -0.10 0.09 -0.01
H -2.917912 -1.335185 0.607369 0.03 0.19 0.02
H 2.415399 0.953289 -0.562613 0.29 -0.69 0.25
```
Positions in Å, forces in eV/Å.

[3]
The molecule C5H4O2 at a distorted geometry. Source: OMol25; level of theory: ωB97M-V with the def2-TZVPD basis set.

## Properties
Highest occupied orbital energy ... -8.753 eV
Relative energy (zero: lowest compared OMol25 entry of this formula, charge and spin) ... 22.8 kcal/mol

Structure (XYZ):
```
11
Properties=species:S:1:pos:R:3:forces:R:3
O 2.086377 1.399009 1.036059 -0.10 -0.70 -0.60
O 0.013625 1.652226 -0.083155 1.04 -1.13 1.38
C -0.039480 -1.094007 -0.356261 0.17 0.02 -0.05
C -1.123594 1.027750 -0.057750 0.05 -0.53 0.09
C 1.209940 -0.646454 -0.000222 -0.44 0.22 -0.26
C -1.212384 -0.309288 -0.343482 -0.16 0.05 0.12
C 1.357422 0.708878 0.427379 -0.51 1.28 -0.18
H -2.177306 -0.774888 -0.474258 -0.01 -0.02 0.20
H -1.980745 1.579582 0.348804 0.09 0.20 -0.83
H -0.160639 -2.155539 -0.558496 0.13 0.12 -0.04
H 2.052629 -1.336517 0.087969 -0.26 0.49 0.18
```
Positions in Å, forces in eV/Å.

[4]
The molecule C18H23FN4O3S at a distorted geometry. Source: OMol25; level of theory: ωB97M-V with the def2-TZVPD basis set.

## Properties
Highest occupied orbital energy ... -8.444 eV
Relative energy (zero: lowest compared OMol25 entry of this formula, charge and spin) ... 3.3 kcal/mol

Structure (XYZ):
```
50
Properties=species:S:1:pos:R:3:forces:R:3
S 2.929897 -0.709074 0.943428 0.54 0.16 -0.44
F 7.644990 2.291947 -0.813195 -0.10 -0.07 0.04
O 1.900708 0.207871 1.369254 0.12 0.16 -0.15
O -2.727479 -1.502464 -0.903754 -0.45 -0.11 -0.24
O 3.348340 -1.707716 1.878215 0.11 -0.30 -0.05
N -1.686421 -0.501614 0.830490 0.07 0.22 0.33
N -6.873535 -0.023530 -0.531899 -0.27 -0.51 -0.19
N 2.555305 -1.496967 -0.493295 0.50 0.32 0.82
N -5.108034 1.254017 -0.194340 -0.25 -0.08 -0.14
C -2.878385 -0.058410 1.517092 -0.20 0.23 0.10
C 1.832397 -2.740915 -0.304059 -0.26 -0.44 0.51
C -3.154878 1.429576 1.280450 -0.08 -0.24 -0.18
C 0.400997 -2.469938 0.150206 0.14 -0.11 -0.25
C 5.477615 -0.465519 0.010381 0.14 0.02 -0.02
C 5.441596 2.323443 -0.000881 0.22 -0.07 -0.06
C 4.355689 0.234921 0.413555 -0.62 -0.22 0.16
C 1.947723 -0.646946 -1.495846 -0.28 0.58 -0.22
C -5.579809 0.073115 -0.663470 0.07 -0.17 -0.16
C 6.599708 0.227086 -0.407293 -0.01 0.10 0.02
C -0.320114 -1.564282 -0.856976 -0.14 0.07 0.12
C 4.325918 1.616363 0.414930 -0.10 -0.02 0.05
C -1.705182 -1.191271 -0.327415 0.66 -0.17 -0.25
C -7.273310 1.136581 0.050896 0.08 0.25 0.14
C 6.559504 1.613079 -0.406249 -0.18 -0.01 0.05
C -3.739967 1.684117 -0.115667 0.53 0.18 0.30
C -6.194797 1.941529 0.272482 -0.26 0.18 0.13
C 0.492785 -0.300886 -1.171813 0.08 -0.08 -0.12
H -3.694031 2.753342 -0.346768 -0.01 -0.16 -0.07
H -4.943089 -0.676351 -1.090417 0.27 -0.10 -0.06
H 2.549159 0.263270 -1.558804 -0.06 0.00 -0.23
H -2.754222 -0.248247 2.586603 -0.07 -0.04 -0.09
H -3.861593 1.786668 2.031591 0.01 0.08 0.01
H 5.457273 3.401570 -0.012131 0.01 0.09 -0.01
H 0.492988 0.371289 -0.314350 -0.08 0.01 -0.18
H -3.713940 -0.656228 1.144175 0.08 0.01 0.16
H 2.374274 -3.309011 0.452450 -0.11 -0.17 -0.16
H -6.108713 2.920537 0.698692 0.04 0.20 0.08
H 7.494698 -0.282304 -0.726917 0.08 -0.04 -0.03
H 3.431692 2.119088 0.747944 -0.07 0.12 0.01
H -0.144913 -3.408863 0.254029 -0.03 0.00 0.07
H 2.013919 -1.174698 -2.452457 0.08 0.05 0.05
H -3.163710 1.135695 -0.864255 -0.05 0.10 -0.01
H -0.475348 -2.127126 -1.784005 -0.10 0.06 0.11
H -0.800710 -0.231707 1.231686 0.02 -0.09 -0.09
H -8.306550 1.317693 0.270375 -0.18 0.13 0.07
H 5.456539 -1.542535 0.037457 0.11 -0.16 -0.06
H 0.046165 0.221281 -2.020166 -0.02 0.03 0.00
H 1.851496 -3.287244 -1.251401 0.07 0.05 0.03
H 0.452384 -1.991150 1.129910 -0.09 -0.11 0.04
H -2.225036 1.990935 1.391534 0.01 0.04 0.06
```
Positions in Å, forces in eV/Å.

[5]
A cluster of 2 separate species, C2H8N2 in total at a distorted geometry. Source: OMol25; level of theory: ωB97M-V with the def2-TZVPD basis set.

## Properties
Highest occupied orbital energy ... -9.012 eV
Relative energy (zero: lowest compared OMol25 entry of this formula, charge and spin) ... 38.3 kcal/mol

Structure (XYZ):
```
12
Properties=species:S:1:pos:R:3:forces:R:3
N 0.166037 -0.762499 -1.486345 -0.37 -0.25 -0.70
N -0.295671 1.581486 1.799014 -0.95 -2.06 1.58
C 1.093018 -1.494189 -0.637113 0.06 0.72 0.93
C -1.414369 1.423517 1.212932 1.02 1.18 -1.44
H 0.672639 -1.625228 0.358934 -0.36 -0.20 0.03
H 0.292507 -1.029696 -2.452788 -0.03 -0.01 0.00
H -0.386675 2.269324 2.547952 0.57 1.15 -1.00
H 2.028173 -0.969178 -0.397835 0.16 -0.20 -0.61
H -1.975349 2.326872 0.928140 -1.01 -0.39 0.96
H -1.658661 0.515338 0.655441 0.39 0.08 -0.15
H 1.263919 -2.481015 -1.051966 0.21 -0.02 -0.07
H 0.214433 0.245268 -1.476366 0.32 0.00 0.46
```
Positions in Å, forces in eV/Å.